(1)
{
  "formula": "H28O14",
  "method": "ωB97M-V with the def2-TZVPD basis set",
  "de_lowest_kj_mol": 142.23,
  "charge": 0,
  "homo_lumo_gap_ha": 0.372,
  "lumo_energy_ev": -0.209,
  "total_energy_ha": -1070.146798,
  "elements": ["O", "H", "H", "O", "H", "H", "O", "H", "H", "O", "H", "H", "O", "H", "H", "O", "H", "H", "O", "H", "H", "O", "H", "H", "O", "H", "H", "O", "H", "H", "O", "H", "H", "O", "H", "H", "O", "H", "H", "O", "H", "H"],
  "xyz": [[1.98, -1.20, -1.19], [1.22, -1.72, -1.43], [2.59, -1.87, -0.89], [0.06, 0.47, 0.25], [-0.63, 0.35, -0.41], [0.77, 0.12, -0.28], [-0.68, 0.08, 2.94], [-0.54, -0.01, 2.00], [-1.16, -0.73, 3.07], [-1.90, -1.56, 0.88], [-2.36, -0.76, 1.07], [-2.63, -2.16, 0.97], [-0.50, -2.85, -1.23], [-0.65, -2.68, -2.14], [-1.16, -2.34, -0.73], [0.85, -2.31, 1.47], [0.86, -3.18, 1.05], [0.07, -1.95, 1.04], [3.11, 1.35, 0.40], [3.70, 1.68, 1.09], [3.23, 1.78, -0.44], [-3.15, 2.04, -0.48], [-3.92, 2.41, -0.09], [-2.43, 2.49, -0.04], [-3.55, -0.86, -1.84], [-2.66, -0.45, -1.90], [-3.84, -0.70, -0.94], [-1.20, 0.28, -2.17], [-0.74, -0.33, -2.74], [-0.92, 1.19, -2.39], [2.31, 0.33, -3.52], [2.37, -0.07, -2.68], [3.17, 0.22, -3.90], [-1.49, 3.16, 1.19], [-2.18, 3.02, 1.84], [-0.80, 2.51, 1.39], [1.17, 2.44, 2.22], [1.52, 1.64, 2.62], [1.42, 2.43, 1.29], [3.12, -0.79, 1.89], [3.16, -0.13, 1.25], [2.44, -1.39, 1.55]]
}

(2)
{
  "formula": "C16H42BO11P2S",
  "method": "ωB97M-V with the def2-TZVPD basis set",
  "charge": 1,
  "homo_lumo_gap_ha": 0.300,
  "lumo_energy_ev": -3.443,
  "total_energy_ha": -2568.058171,
  "elements": ["O", "C", "C", "C", "S", "C", "B", "O", "O", "H", "H", "H", "H", "H", "H", "H", "H", "H", "H", "H", "H", "O", "P", "O", "C", "C", "O", "C", "C", "O", "C", "C", "H", "H", "H", "H", "H", "H", "H", "H", "H", "H", "H", "H", "H", "H", "H", "O", "P", "O", "C", "C", "O", "C", "C", "O", "C", "C", "H", "H", "H", "H", "H", "H", "H", "H", "H", "H", "H", "H", "H", "H", "H"],
  "xyz": [[-3.92, 3.54, -2.15], [-3.20, 3.20, -3.33], [-2.28, 4.42, -3.68], [-0.80, 4.03, -3.33], [0.00, 3.58, -4.92], [1.69, 3.01, -4.52], [1.84, 1.47, -4.96], [2.29, 0.49, -4.12], [1.54, 1.16, -6.26], [-3.28, 3.62, -1.43], [-2.63, 2.29, -3.09], [-3.92, 3.00, -4.12], [-2.35, 4.64, -4.76], [-2.61, 5.31, -3.16], [-0.76, 3.14, -2.69], [-0.26, 4.85, -2.85], [-0.76, 2.55, -5.38], [1.89, 3.21, -3.46], [2.36, 3.63, -5.13], [1.98, 0.62, -3.21], [1.33, 0.21, -6.26], [-0.35, -1.26, -1.16], [-1.30, -2.24, -1.80], [-2.65, -2.03, -0.89], [-3.30, -0.76, -0.92], [-3.97, -0.50, -2.25], [-0.70, -3.60, -1.12], [0.72, -3.78, -1.00], [1.11, -3.71, 0.46], [-2.08, -3.11, -2.96], [-2.55, -4.46, -2.81], [-3.85, -4.56, -2.04], [-2.58, 0.03, -0.69], [-4.04, -0.76, -0.12], [-3.23, -0.44, -3.05], [-4.52, 0.44, -2.22], [-4.66, -1.30, -2.51], [1.27, -3.04, -1.58], [0.97, -4.76, -1.41], [0.79, -2.77, 0.90], [2.19, -3.80, 0.59], [0.62, -4.51, 1.02], [-1.79, -5.11, -2.40], [-2.73, -4.81, -3.83], [-3.69, -4.39, -0.98], [-4.27, -5.56, -2.16], [-4.57, -3.83, -2.39], [2.44, -1.74, 4.39], [2.77, -0.28, 4.27], [2.60, 0.22, 5.82], [3.49, -0.30, 6.81], [4.89, 0.24, 6.65], [1.33, 0.21, 3.64], [0.68, -0.60, 2.65], [-0.58, -1.20, 3.24], [3.50, 1.11, 3.78], [2.84, 2.37, 3.61], [2.61, 3.11, 4.91], [3.48, -1.39, 6.79], [3.09, 0.00, 7.78], [5.33, -0.09, 5.70], [5.54, -0.10, 7.46], [4.89, 1.33, 6.63], [1.34, -1.37, 2.27], [0.42, 0.06, 1.81], [-0.35, -1.79, 4.13], [-1.08, -1.85, 2.51], [-1.27, -0.41, 3.54], [1.93, 2.29, 3.03], [3.53, 2.97, 3.00], [1.80, 2.65, 5.48], [2.32, 4.14, 4.71], [3.50, 3.10, 5.53]]
}

(3)
{
  "formula": "C3H6O3Y",
  "method": "ωB97M-V with the def2-TZVPD basis set",
  "de_lowest_kj_mol": 0.00,
  "charge": 1,
  "homo_lumo_gap_ha": 0.273,
  "lumo_energy_ev": -5.308,
  "total_energy_ha": -381.735177,
  "elements": ["C", "O", "C", "C", "O", "H", "H", "H", "H", "H", "Y", "O", "H"],
  "xyz": [[-0.35, -1.64, -0.37], [-0.24, -0.28, 0.00], [-1.23, 0.59, -0.49], [-0.85, 1.87, -0.65], [0.36, 2.30, -0.32], [0.66, -2.02, -0.53], [-0.83, -2.21, 0.45], [-0.95, -1.74, -1.29], [2.67, -0.59, 2.61], [-1.55, 2.58, -1.12], [1.63, 0.95, 0.53], [2.86, 0.05, 1.93], [-2.18, 0.15, -0.76]]
}

(4)
{
  "formula": "C40H39N4O2",
  "method": "ωB97M-V with the def2-TZVPD basis set",
  "de_lowest_kj_mol": 0.00,
  "charge": 1,
  "homo_lumo_gap_ha": 0.196,
  "lumo_energy_ev": -4.595,
  "total_energy_ha": -1916.887314,
  "elements": ["C", "N", "C", "C", "C", "C", "C", "C", "C", "C", "C", "C", "C", "C", "C", "C", "C", "N", "C", "C", "C", "C", "C", "C", "C", "C", "C", "C", "C", "H", "H", "H", "H", "H", "H", "H", "H", "H", "H", "H", "H", "H", "H", "H", "H", "H", "H", "H", "H", "H", "H", "H", "H", "H", "O", "C", "C", "C", "C", "C", "C", "C", "C", "O", "N", "C", "C", "C", "C", "C", "N", "H", "H", "H", "H", "H", "H", "H", "H", "H", "H", "H", "H", "H", "H"],
  "xyz": [[-1.51, 1.29, -5.94], [-1.45, 2.24, -4.83], [-2.22, 3.42, -4.94], [-3.47, 3.37, -5.59], [-4.24, 4.52, -5.73], [-3.75, 5.76, -5.28], [-2.49, 5.83, -4.69], [-1.75, 4.66, -4.49], [-0.87, 1.78, -3.65], [-0.73, 2.60, -2.50], [-0.16, 2.08, -1.34], [0.11, 0.70, -1.24], [0.49, 0.09, 0.02], [-0.39, -0.95, 0.50], [0.05, -2.19, 1.04], [-0.86, -3.19, 1.32], [-2.26, -2.96, 1.26], [-3.16, -4.01, 1.40], [-2.83, -5.33, 0.90], [-4.42, -3.84, 1.99], [-5.56, -4.42, 1.39], [-6.80, -4.35, 2.03], [-6.92, -3.79, 3.31], [-5.78, -3.26, 3.93], [-4.56, -3.22, 3.25], [-2.71, -1.67, 0.85], [-1.80, -0.72, 0.42], [-0.07, -0.11, -2.38], [-0.52, 0.41, -3.57], [-0.53, 0.80, -6.07], [-2.26, 0.51, -5.75], [-1.76, 1.82, -6.86], [-3.85, 2.41, -5.96], [-5.22, 4.46, -6.20], [-4.35, 6.66, -5.39], [-2.07, 6.78, -4.37], [-0.78, 4.73, -3.99], [-1.08, 3.62, -2.49], [0.04, 2.72, -0.48], [1.56, 0.11, 0.23], [1.13, -2.33, 1.19], [-0.49, -4.18, 1.59], [-3.03, -6.08, 1.67], [-3.43, -5.57, 0.02], [-1.78, -5.38, 0.63], [-5.47, -4.91, 0.42], [-7.69, -4.76, 1.53], [-7.88, -3.77, 3.82], [-5.84, -2.87, 4.95], [-3.68, -2.76, 3.71], [-3.79, -1.46, 0.77], [-2.15, 0.25, 0.05], [0.16, -1.17, -2.30], [-0.67, -0.27, -4.41], [4.07, -1.60, 1.06], [4.98, -0.85, 1.38], [6.33, -0.64, 0.79], [6.99, 0.32, 1.54], [8.29, 0.72, 1.26], [8.91, 0.19, 0.12], [8.25, -0.80, -0.64], [6.96, -1.24, -0.29], [6.14, 0.76, 2.66], [6.37, 1.55, 3.57], [4.94, 0.05, 2.47], [3.84, 0.15, 3.44], [2.82, 1.18, 3.02], [2.05, 1.87, 4.17], [0.64, 2.08, 3.63], [0.48, 1.02, 2.52], [1.80, 0.62, 2.13], [8.77, 1.44, 1.93], [9.91, 0.54, -0.17], [8.78, -1.23, -1.50], [6.46, -2.03, -0.84], [3.38, -0.84, 3.51], [4.30, 0.40, 4.40], [3.36, 2.00, 2.51], [2.06, 1.21, 5.04], [2.54, 2.80, 4.45], [-0.16, 1.96, 4.37], [0.56, 3.08, 3.19], [-0.11, 0.15, 2.88], [-0.05, 1.45, 1.65], [1.90, -0.39, 2.02]]
}

The following HOMO energy values (in eV) correspond, in order, to the records above: -10.3386, -11.6047, -12.7366, -9.9306.